[1]
C4H6FNO2 in the gas phase in a non-equilibrium geometry. Source: OMol25; level of theory: ωB97M-V/def2-TZVPD.

Properties
Charge: 0
Relative energy (zero: lowest compared OMol25 entry of this formula, charge and spin) (kJ/mol): 366.2
F_max (eV Å⁻¹): 2.427
SMILES string: COC(/C=N\O)=C/F
LUMO level (eV): 0.9
Electronic energy (Eh): -460.9944

Last column: Mulliken charge in e.
Cartesian coordinates (Å):
1 C 0.835 1.838 0.014  -0.863
2 C 0.192 -0.396 -0.099  0.755
3 C 1.477 -0.781 0.131  -0.296
4 C -0.857 -1.481 -0.265  -0.308
5 H 1.223 1.857 1.100  0.318
6 H 0.355 2.790 -0.246  0.237
7 H 1.602 1.676 -0.802  0.376
8 H 2.336 -0.132 0.268  0.409
9 H -0.503 -2.479 -0.533  0.348
10 H -3.569 -0.248 0.368  0.355
11 N -2.106 -1.349 -0.070  -0.419
12 O -0.208 0.868 -0.225  -0.316
13 O -2.608 -0.096 0.249  -0.346
14 F 1.831 -2.069 0.111  -0.249

=====

[2]
A molecular structure, C26H19BrClN7Rh in a non-equilibrium geometry. Source: OMol25; level of theory: ωB97M-V/def2-TZVPD.

Properties
Charge: +1
Relative energy (zero: lowest compared OMol25 entry of this formula, charge and spin) (kJ/mol): 0.0
F_max (eV Å⁻¹): 2.344
LUMO level (eV): -4.2
Electronic energy (Eh): -4530.0788

Last column: Mulliken charge in e.
Cartesian coordinates (Å):
1 Rh 2.143 -0.975 -0.177  -0.078
2 C 4.003 2.924 0.432  -0.536
3 C 3.785 1.557 0.472  -0.186
4 N 2.679 1.024 -0.025  0.349
5 C 1.764 1.842 -0.616  0.020
6 C 2.034 3.212 -0.653  -0.190
7 N 3.119 3.740 -0.132  -0.582
8 C 0.573 1.208 -1.179  0.040
9 C -0.460 1.824 -1.874  -0.694
10 C -1.509 1.058 -2.390  1.349
11 C -1.467 -0.325 -2.193  -0.579
12 C -0.414 -0.894 -1.490  0.072
13 N 0.540 -0.109 -0.998  0.464
14 C -0.184 -2.315 -1.234  0.153
15 C -1.017 -3.346 -1.679  -0.259
16 N -0.761 -4.616 -1.464  -0.583
17 C 0.357 -4.923 -0.814  -0.474
18 C 1.212 -3.933 -0.365  -0.185
19 N 0.942 -2.648 -0.544  0.358
20 C -2.630 1.693 -3.129  0.965
21 C -2.701 3.075 -3.308  -0.565
22 C -3.776 3.625 -3.990  -0.446
23 N -4.760 2.894 -4.490  -0.584
24 C -4.706 1.580 -4.338  -0.441
25 C -3.672 0.940 -3.672  -0.558
26 H 4.897 3.367 0.848  0.409
27 H 4.520 0.887 0.899  0.279
28 H 1.336 3.890 -1.132  0.454
29 H -0.422 2.892 -2.019  0.342
30 H -2.231 -0.970 -2.595  0.324
31 H -1.916 -3.112 -2.238  0.463
32 H 0.570 -5.971 -0.656  0.411
33 H 2.129 -4.191 0.147  0.299
34 H -1.939 3.742 -2.933  0.286
35 H -3.846 4.697 -4.137  0.381
36 H -5.523 1.009 -4.763  0.380
37 H -3.702 -0.137 -3.596  0.301
38 Cl 5.380 -1.594 0.208  -0.179
39 C 3.777 -1.810 0.927  -0.553
40 H 3.813 -1.352 1.913  0.365
41 H 3.602 -2.880 1.035  0.240
42 N 1.246 -0.789 1.592  -0.168
43 C 0.598 -0.648 2.527  0.503
44 C -0.149 -0.507 3.724  0.269
45 C -1.118 0.492 3.855  -0.446
46 C -1.803 0.615 5.048  -0.637
47 C -1.528 -0.245 6.103  -0.341
48 C -0.574 -1.246 5.970  -0.634
49 C 0.120 -1.383 4.783  -0.408
50 H -1.325 1.158 3.028  0.472
51 H -2.554 1.386 5.158  0.403
52 H -2.061 -0.135 7.038  0.404
53 H -0.369 -1.918 6.791  0.405
54 H 0.868 -2.156 4.663  0.457
55 Br 3.107 -1.202 -2.340  -0.308

=====

[3]
A gas-phase ion, C7H12N2PS (charge +1) in a non-equilibrium geometry. Source: OMol25; level of theory: ωB97M-V/def2-TZVPD.

Properties
Charge: +1
Relative energy (zero: lowest compared OMol25 entry of this formula, charge and spin) (kJ/mol): 0.0
F_max (eV Å⁻¹): 3.702
LUMO level (eV): -4.9
Electronic energy (Eh): -1122.6640

Last column: Mulliken charge in e.
Cartesian coordinates (Å):
1 C 0.827 2.078 -0.056  -0.428
2 C 1.795 1.097 -0.194  0.907
3 C 1.512 -0.289 -0.044  0.259
4 C -0.806 0.212 -0.071  0.683
5 C 3.174 1.675 -0.069  -1.704
6 C -2.205 -1.719 -0.336  -0.960
7 C -3.261 0.456 0.449  -0.809
8 N 0.217 -0.660 -0.025  -0.442
9 N -2.059 -0.294 -0.008  -0.051
10 P 2.791 -1.471 0.377  -0.021
11 S -0.813 1.929 -0.040  -0.179
12 H 1.228 3.121 -0.018  0.252
13 H 3.236 2.723 -0.227  0.369
14 H 3.954 1.229 -0.667  0.425
15 H 3.672 1.421 0.846  0.467
16 H -3.142 -2.029 0.030  0.408
17 H -2.042 -1.987 -1.356  0.289
18 H -1.390 -2.150 0.278  0.351
19 H -3.548 0.167 1.397  0.404
20 H -2.871 1.499 0.560  0.262
21 H -4.157 0.476 -0.241  0.318
22 H 3.783 -1.225 -0.538  0.095
23 H 2.169 -2.675 0.018  0.104

=====

[4]
3 unconnected molecules or ions with the total composition C21H19F21NO4 in a non-equilibrium geometry. Source: OMol25; level of theory: ωB97M-V/def2-TZVPD.

Properties
Charge: +1
F_max (eV Å⁻¹): 2.386
LUMO level (eV): -5.4
Electronic energy (Eh): -3264.3135

Last column: Mulliken charge in e.
Cartesian coordinates (Å):
1 O 1.912 -0.447 -3.112  -0.454
2 C 1.853 0.269 -4.093  0.202
3 O 2.652 0.140 -5.190  -0.514
4 C 0.846 1.403 -4.171  0.405
5 C 0.921 2.364 -5.144  -0.442
6 C 0.004 3.315 -5.170  -0.760
7 N -0.972 3.318 -4.254  0.151
8 C -1.067 2.398 -3.307  -0.027
9 C -2.220 2.471 -2.357  -1.493
10 C -3.424 1.554 -2.715  -0.399
11 C -3.108 0.418 -3.681  -0.967
12 C -4.323 -0.401 -4.083  0.760
13 F -5.237 -0.427 -3.115  -0.290
14 F -3.905 -1.659 -4.324  -0.315
15 C -4.995 0.076 -5.389  0.629
16 F -4.077 0.315 -6.337  -0.271
17 F -5.798 -0.863 -5.843  -0.227
18 F -5.671 1.197 -5.175  -0.253
19 C -0.146 1.420 -3.253  0.288
20 H 2.103 -0.089 -5.955  0.392
21 H 1.725 2.298 -5.854  0.650
22 H -0.009 4.091 -5.916  0.415
23 H -1.674 4.049 -4.291  0.291
24 H -2.580 3.499 -2.382  0.378
25 H -1.873 2.306 -1.345  0.433
26 H -4.264 2.148 -3.056  0.469
27 H -3.760 1.102 -1.790  0.291
28 H -2.614 0.741 -4.596  0.518
29 H -2.415 -0.263 -3.193  0.265
30 H -0.236 0.672 -2.484  0.859
31 C 2.454 -3.006 0.378  -0.982
32 C 2.239 -1.513 0.707  1.123
33 C 3.268 -0.506 0.188  0.191
34 F 4.502 -0.719 0.663  -0.239
35 F 2.897 0.742 0.584  -0.271
36 F 2.071 -1.371 2.042  -0.347
37 F 1.054 -1.162 0.124  -0.282
38 O 3.033 -3.858 1.358  -0.389
39 C 4.402 -4.009 1.508  0.793
40 C 4.893 -3.514 2.874  0.217
41 F 4.568 -2.221 3.074  -0.225
42 F 6.237 -3.620 2.927  -0.259
43 F 5.075 -3.451 0.484  -0.292
44 F 4.653 -5.331 1.460  -0.295
45 H 1.445 -3.404 0.273  0.465
46 H 2.922 -3.136 -0.597  0.336
47 H 3.301 -0.518 -0.904  0.115
48 H 4.450 -4.112 3.672  0.247
49 C 0.533 -0.155 6.224  -0.837
50 C -0.137 -1.171 5.276  0.843
51 C -0.221 -0.827 3.787  0.621
52 F -0.940 0.289 3.548  -0.262
53 F -0.839 -1.839 3.125  -0.302
54 F -1.358 -1.489 5.757  -0.277
55 F 0.619 -2.303 5.342  -0.305
56 O -0.282 0.727 6.996  -0.401
57 C -0.737 1.940 6.520  0.827
58 C -2.266 1.989 6.415  0.196
59 F -2.741 1.012 5.623  -0.213
60 F -2.636 3.176 5.878  -0.256
61 F -0.132 2.282 5.366  -0.290
62 F -0.383 2.872 7.430  -0.297
63 H 1.012 -0.772 6.982  0.441
64 H 1.344 0.381 5.731  0.364
65 H 0.770 -0.701 3.357  0.017
66 H -2.715 1.884 7.404  0.239

=====

Which of these has the highest LUMO level?
C4H6FNO2